{"formula": "C56H126N4O14", "method": "the ωB97M-V functional and the def2-TZVPD basis", "de_lowest_kcal_mol": 124.7, "gap_ev": 8.455, "e_tot_ev": -94725.854, "multiplicity": 1, "smiles": "CC1(C)CCCC(C)(C)N1O.CC1(C)CCCC(C)(C)N1O.CC1(C)CCCC(C)(C)N1O.CC1(C)CCCC(C)(C)N1O.COCCOC.COCCOC.COCCOC.COCCOC.COCCOC", "elements": ["C", "O", "C", "C", "O", "C", "H", "H", "H", "H", "H", "H", "H", "H", "H", "H", "C", "O", "C", "C", "O", "C", "H", "H", "H", "H", "H", "H", "H", "H", "H", "H", "C", "O", "C", "C", "O", "C", "H", "H", "H", "H", "H", "H", "H", "H", "H", "H", "C", "O", "C", "C", "O", "C", "H", "H", "H", "H", "H", "H", "H", "H", "H", "H", "C", "O", "C", "C", "O", "C", "H", "H", "H", "H", "H", "H", "H", "H", "H", "H", "C", "C", "C", "C", "C", "C", "N", "O", "C", "C", "C", "H", "H", "H", "H", "H", "H", "H", "H", "H", "H", "H", "H", "H", "H", "H", "H", "H", "H", "H", "C", "C", "C", "C", "C", "C", "N", "O", "C", "C", "C", "H", "H", "H", "H", "H", "H", "H", "H", "H", "H", "H", "H", "H", "H", "H", "H", "H", "H", "H", "C", "C", "C", "C", "C", "C", "N", "O", "C", "C", "C", "H", "H", "H", "H", "H", "H", "H", "H", "H", "H", "H", "H", "H", "H", "H", "H", "H", "H", "H", "C", "C", "C", "C", "C", "C", "N", "O", "C", "C", "C", "H", "H", "H", "H", "H", "H", "H", "H", "H", "H", "H", "H", "H", "H", "H", "H", "H", "H", "H"], "positions_angstrom": [[-5.677064, -3.108093, 0.255858], [-5.747035, -3.067193, 1.737279], [-4.508802, -3.438910, 2.339740], [-4.657609, -3.329130, 3.883728], [-3.487471, -3.647795, 4.683249], [-2.331230, -2.945860, 4.369927], [-6.631650, -2.795589, -0.167472], [-5.528336, -4.132527, -0.085474], [-4.806079, -2.557866, -0.100133], [-3.871979, -2.660753, 1.918985], [-4.175686, -4.411209, 1.976740], [-5.526604, -3.898810, 4.212995], [-4.907642, -2.292939, 4.111552], [-2.390045, -1.885417, 4.124759], [-1.856230, -3.281063, 3.447922], [-1.636718, -3.105289, 5.194747], [2.081051, 2.894774, 4.144200], [2.731007, 3.031759, 2.868140], [3.943752, 3.739947, 3.084466], [4.768917, 3.520575, 1.822128], [5.768472, 2.495290, 1.934281], [5.275427, 1.228020, 2.196886], [2.026709, 3.817848, 4.721325], [2.756753, 2.282571, 4.741469], [1.089559, 2.448809, 4.065823], [4.627128, 3.349208, 3.838409], [3.772237, 4.795560, 3.295115], [5.376852, 4.372704, 1.518180], [4.120301, 3.333624, 0.966290], [4.728337, 1.169449, 3.137821], [6.145408, 0.577738, 2.288397], [4.650528, 0.940078, 1.351492], [3.084278, -2.385798, -2.576571], [4.304038, -1.686824, -2.676128], [4.159252, -0.400256, -1.992420], [4.949788, 0.700250, -2.706442], [4.092441, 1.342959, -3.682218], [4.128605, 0.704151, -4.959434], [3.147361, -3.325349, -3.125541], [2.151182, -1.872135, -2.808054], [2.957328, -2.757678, -1.559866], [4.170523, -0.523883, -0.909513], [3.135593, -0.037004, -2.083331], [5.933585, 0.334887, -3.000993], [5.247000, 1.439936, -1.963047], [3.292732, 1.101590, -5.535177], [4.166845, -0.384406, -5.000421], [4.942133, 1.179127, -5.507767], [-4.691071, 3.864540, 7.551780], [-3.623625, 3.030939, 7.017993], [-2.372447, 3.694359, 7.083779], [-1.230202, 2.858112, 6.421452], [-1.409178, 2.382835, 5.108298], [-1.806125, 1.012424, 5.148329], [-4.324222, 4.123387, 8.545010], [-5.659849, 3.381151, 7.677877], [-4.815403, 4.798215, 7.003233], [-2.123740, 3.947937, 8.114281], [-2.384233, 4.686597, 6.632757], [-0.812578, 2.091686, 7.074352], [-0.458241, 3.627492, 6.406588], [-2.823239, 0.836976, 5.498770], [-1.106576, 0.396467, 5.713423], [-1.702724, 0.622444, 4.135746], [0.547367, 8.580381, -4.611673], [0.610704, 7.126107, -4.413010], [0.894255, 6.607996, -3.139602], [0.616060, 5.116440, -3.156361], [1.538257, 4.622031, -4.086748], [1.506841, 3.303662, -4.363025], [0.584746, 8.894439, -5.654779], [1.476716, 8.950483, -4.178724], [-0.376161, 8.936211, -4.154967], [0.196646, 7.058413, -2.433491], [1.924034, 6.778108, -2.825402], [-0.387099, 4.880554, -3.511521], [0.812490, 4.721500, -2.159599], [1.948666, 2.761908, -3.526731], [1.990516, 3.015359, -5.296313], [0.498070, 2.913116, -4.497055], [-5.348080, 4.288170, -2.290918], [-5.769893, 4.900498, -0.986071], [-4.819997, 4.323420, 0.165585], [-3.398220, 4.947251, 0.205113], [-3.686123, 6.492063, 0.286610], [-4.501982, 7.132621, -0.777228], [-5.717516, 6.371193, -0.980078], [-6.648260, 7.046345, -1.767910], [-4.789785, 8.606511, -0.324169], [-3.738138, 7.171604, -2.038744], [-7.200575, 4.440697, -0.610940], [-5.853656, 4.852074, -3.074816], [-5.560995, 3.223023, -2.381617], [-4.266522, 4.274153, -2.425669], [-5.314749, 4.623254, 1.089396], [-4.756489, 3.235423, 0.147403], [-2.831819, 4.612431, -0.663911], [-2.987494, 4.619744, 1.160178], [-2.810620, 7.063427, 0.595071], [-4.357718, 6.620619, 1.135467], [-5.525079, 8.525117, 0.476344], [-3.936150, 9.091880, 0.148916], [-5.154535, 9.231655, -1.139183], [-4.089245, 7.916437, -2.752910], [-2.655348, 7.194875, -1.915753], [-3.833827, 6.257209, -2.624256], [-7.883545, 4.823002, -1.369556], [-7.604544, 4.873957, 0.304044], [-7.369045, 3.364967, -0.661085], [-7.381777, 7.303587, -1.204549], [2.502671, -6.339973, 1.825853], [3.768971, -6.251970, 0.945771], [4.006241, -4.785526, 0.532758], [5.374205, -4.556722, -0.118912], [6.496338, -4.927149, 0.910882], [6.363745, -6.375393, 1.389356], [4.948462, -6.734511, 1.777919], [4.854082, -8.101648, 2.195002], [6.984121, -7.351818, 0.333739], [7.134848, -6.523262, 2.686927], [3.550471, -7.138165, -0.285425], [1.587781, -6.260358, 1.238705], [2.451958, -5.497982, 2.516214], [2.420504, -7.290624, 2.352750], [3.270722, -4.484076, -0.213051], [3.898663, -4.055816, 1.335290], [5.485016, -3.491592, -0.322201], [5.485231, -5.246715, -0.955378], [6.372159, -4.337286, 1.819037], [7.459407, -4.719821, 0.444382], [6.286291, -8.114615, -0.011621], [7.483733, -6.780992, -0.448982], [7.732067, -8.049665, 0.710152], [6.668888, -5.960795, 3.496006], [7.279088, -7.520164, 3.103432], [8.167441, -6.258001, 2.460003], [4.461650, -7.209490, -0.879362], [2.776318, -6.693139, -0.910529], [3.249837, -8.162412, -0.064883], [4.627936, -8.090783, 3.127925], [-0.358078, -6.596832, -2.654285], [-0.523623, -5.054076, -2.943831], [0.287978, -4.796878, -4.181485], [0.062331, -3.462513, -4.923386], [-1.409333, -3.389671, -5.297369], [-2.384286, -3.538972, -4.030031], [-1.947569, -4.745403, -3.227580], [-2.706984, -4.985257, -2.079963], [-2.500321, -2.224986, -3.218092], [-3.778508, -3.920102, -4.701725], [0.136177, -4.246504, -1.814984], [0.658424, -6.907808, -2.413199], [-0.739108, -7.178435, -3.493725], [-0.969237, -6.752794, -1.765314], [1.352851, -4.827935, -3.950900], [0.228029, -5.664873, -4.838054], [0.733198, -3.379876, -5.778489], [0.379819, -2.658282, -4.259682], [-1.628790, -4.101307, -6.093298], [-1.466831, -2.391814, -5.732219], [-2.660619, -1.349710, -3.847609], [-3.191425, -2.307019, -2.379191], [-1.622978, -1.992568, -2.614473], [-4.626559, -4.077519, -4.035303], [-4.200319, -3.061946, -5.224922], [-3.753412, -4.779677, -5.371500], [1.184672, -4.539071, -1.758787], [-0.335415, -4.331206, -0.835938], [0.109958, -3.173858, -2.006936], [-3.349475, -5.644995, -2.351150], [0.339970, 0.973801, -1.431429], [-0.146150, 1.363690, -0.025431], [-1.615494, 0.931952, 0.130534], [-1.807517, -0.541203, 0.306421], [-0.956115, -0.951062, 1.533944], [0.579656, -0.566790, 1.475002], [0.704902, 0.878526, 1.093025], [2.081516, 1.254837, 0.883795], [1.004189, -0.547878, 2.926393], [1.372169, -1.598054, 0.679153], [-0.215836, 2.937893, 0.131901], [-0.064158, 1.563845, -2.253998], [0.400828, -0.088760, -1.666728], [1.351968, 1.370827, -1.511051], [-2.045977, 1.440172, 0.993377], [-2.113218, 1.167529, -0.810134], [-1.337374, -1.012444, -0.556706], [-2.852539, -0.830429, 0.417736], [-1.016681, -2.037803, 1.475527], [-1.242630, -0.647161, 2.540753], [0.842300, -1.537647, 3.353324], [2.091778, -0.508970, 2.987400], [0.546098, 0.226610, 3.541546], [1.154120, -1.719586, -0.381874], [2.399257, -1.235971, 0.725014], [1.323236, -2.564047, 1.181688], [-0.858638, 3.533256, -0.516511], [0.808151, 3.306689, 0.072389], [-0.354494, 3.224844, 1.174262], [2.265400, 1.687127, 1.721004]], "forces_ev_per_a": [[0.2, -0.7, 1.8], [-0.7, -0.5, -1.4], [-0.3, 0.9, -0.3], [0.7, 0.7, -0.3], [-1.7, -0.3, -0.7], [1.0, 0.0, -0.6], [0.2, 0.4, 0.3], [0.1, -0.3, 0.2], [-0.2, 0.4, 0.0], [1.1, -0.2, 0.5], [0.1, -0.3, 0.2], [0.4, -0.4, 0.1], [-0.1, 0.3, -0.2], [-0.8, 0.5, 0.7], [0.1, -0.7, -0.1], [0.0, 0.1, -0.1], [0.6, -0.5, 0.2], [-0.4, 0.6, 1.8], [1.0, -0.3, -1.8], [1.0, 0.2, -0.7], [0.0, 1.4, 0.3], [0.1, -0.5, -0.2], [-0.2, 0.5, -0.4], [-0.3, -0.5, 0.3], [0.2, 0.1, -0.3], [-0.6, -0.4, 0.8], [-0.2, 0.1, -0.1], [-0.2, 0.3, 0.4], [-0.3, -0.3, 0.0], [-0.3, 0.0, 0.1], [-0.1, -0.1, -0.1], [-0.3, -0.5, 0.1], [0.4, -1.5, 0.8], [-0.9, 1.5, 0.2], [-0.8, -0.3, -1.0], [-0.4, 0.0, 1.2], [1.1, -1.3, 0.5], [0.1, 1.6, -0.6], [0.1, 0.2, -0.6], [0.2, 0.5, -0.5], [-0.1, 0.2, 0.5], [1.2, 0.0, 0.2], [-0.4, -0.2, -0.4], [-0.2, -0.2, -1.1], [-0.5, 0.4, 0.0], [-0.5, -0.4, 0.3], [0.0, 0.1, 0.4], [0.7, -0.6, -0.1], [1.5, -0.1, 0.6], [-1.0, 0.5, -0.2], [-0.2, -0.9, -0.6], [0.1, 1.6, 0.8], [-0.4, -0.6, 0.8], [0.3, -0.2, -1.0], [-0.4, 0.3, 0.4], [0.4, -0.5, -0.5], [0.1, -0.1, -0.3], [0.3, -0.5, 0.5], [-0.4, 0.0, -0.7], [-0.4, -0.3, 0.1], [0.5, 0.0, -0.4], [0.0, 0.3, 0.1], [0.1, 0.1, 0.5], [-0.3, 0.2, -0.1], [0.7, -1.7, 1.2], [-0.2, 0.8, -1.8], [-1.2, 0.5, 0.0], [0.9, 0.5, -0.7], [0.7, 1.9, -0.6], [-0.5, -2.3, 0.4], [-0.2, -0.8, -0.1], [-0.3, 0.6, 0.4], [0.2, 0.4, 0.2], [0.1, 0.2, 0.5], [0.2, 0.1, 0.0], [-0.3, 0.1, 0.2], [-0.2, -0.3, 0.2], [0.2, -0.5, -0.1], [0.5, 0.6, 0.1], [-0.6, 0.0, 0.1], [0.2, -0.4, -0.8], [0.5, -1.1, 1.7], [-0.2, 1.3, -0.5], [-2.2, 1.0, -0.1], [0.2, -1.4, 1.9], [0.3, 1.0, -0.9], [-0.7, -0.2, 2.6], [0.1, -0.3, -1.2], [-0.5, -1.0, 0.4], [1.3, -0.5, -2.6], [-0.5, 0.7, -1.1], [0.2, -0.2, -0.4], [-0.6, 0.0, 0.2], [0.0, 0.6, -0.1], [0.0, -0.2, 0.2], [-0.3, 0.0, -0.3], [0.3, 0.2, 0.2], [0.6, 0.0, -0.3], [0.2, 0.1, -0.7], [0.1, -0.4, 0.6], [-0.3, 0.3, 0.0], [0.3, -0.2, -0.3], [-0.1, -0.1, 0.1], [0.2, 0.4, 0.2], [0.1, 0.8, 0.2], [-0.3, -0.2, 0.2], [-0.1, 0.1, -0.3], [0.5, -0.2, 0.3], [0.5, -0.1, 0.3], [0.0, -0.1, 0.4], [0.0, 0.3, -0.1], [0.1, -1.1, 0.8], [0.6, 0.0, -0.6], [0.6, -0.6, 1.9], [-1.8, 0.0, -0.3], [-0.2, -2.2, 0.2], [-0.4, 1.9, 0.1], [0.1, 0.4, -1.3], [-0.1, -0.4, 0.2], [0.9, -0.2, 0.3], [0.3, 0.2, -0.4], [0.1, 0.0, -0.4], [0.2, -0.2, 0.3], [0.2, 0.1, 0.1], [-0.4, -0.3, 0.0], [0.0, -0.3, 0.5], [0.0, -0.2, -0.7], [0.1, 0.6, -0.5], [0.1, 0.5, -0.1], [0.2, -0.3, 0.3], [-0.4, 0.6, -0.5], [-0.3, -0.3, -0.4], [0.4, 0.5, 0.6], [0.3, 0.5, -0.1], [-0.6, -0.4, -0.5], [0.1, 0.7, 0.4], [0.0, 0.1, -0.1], [-0.1, 0.0, -0.1], [0.0, 0.1, 0.4], [0.0, 0.4, 0.1], [-1.0, 1.3, 0.6], [0.4, -0.3, 0.1], [1.4, 0.4, -1.4], [-0.2, -1.4, 0.9], [0.4, 1.0, 1.1], [-0.4, -0.9, -1.1], [1.0, -0.2, -1.5], [-0.4, 0.7, 0.5], [0.6, -0.4, 0.5], [-0.1, 0.9, 0.8], [-0.4, 0.3, 0.3], [0.1, 0.3, -0.2], [0.0, 0.0, 0.1], [0.0, -0.5, 0.0], [0.1, 0.0, 0.6], [-0.6, 0.2, -0.5], [-0.2, -0.2, -0.2], [-0.3, 0.3, 0.1], [-0.2, -0.2, 0.3], [-1.0, 0.1, 0.0], [-0.4, -0.1, 0.0], [-0.8, -0.1, -0.5], [0.7, -0.2, -0.5], [0.4, -0.4, 0.8], [0.6, 0.2, -0.5], [0.4, 0.1, 0.0], [0.0, -0.1, 0.2], [-0.1, -0.4, 0.0], [0.1, 0.1, -0.3], [-0.1, -0.1, 0.0], [1.5, 1.0, 0.1], [-0.9, 1.3, -0.3], [-0.1, -0.2, 0.0], [1.6, 0.3, 1.3], [0.6, -0.7, -0.9], [-1.7, 0.8, 0.0], [-1.0, -0.4, -0.9], [-1.0, -0.9, -0.4], [1.3, -1.4, 0.3], [0.8, 0.7, 0.2], [1.8, -0.5, 0.5], [-1.0, -0.3, 0.1], [-0.4, 0.0, 0.1], [0.5, -0.4, 0.2], [-0.2, 0.3, -0.1], [-0.2, 0.8, 0.1], [-0.4, -0.5, -0.1], [0.0, -0.1, -0.1], [0.4, -0.3, 0.7], [-0.9, 0.2, -0.4], [-0.5, -0.1, 0.3], [0.2, 0.6, 0.0], [0.0, -0.1, -0.3], [-0.5, 0.1, 0.1], [0.3, -0.3, -0.1], [0.0, -0.1, -0.1], [-0.1, -0.5, -0.1], [0.3, 0.1, -0.8], [-0.9, -0.4, 0.2], [0.4, 0.5, 0.2]], "mulliken_charge": [-0.38, -0.44, 0.92, -0.68, -0.45, -0.57, 0.31, 0.30, 0.00, -0.66, 0.30, 0.34, 0.34, 0.22, 0.29, 0.35, -0.71, -0.28, -0.85, -0.13, -0.49, -0.12, 0.45, 0.41, -0.17, 0.45, 0.44, 0.44, -0.05, 0.15, 0.38, -0.12, 0.04, -0.55, 0.61, -0.99, -0.19, -0.74, 0.37, 0.34, -0.43, 0.18, -0.25, 0.40, 0.32, 0.17, 0.29, 0.33, -0.75, -0.31, -0.66, -0.60, -0.08, -0.24, 0.31, 0.24, 0.31, 0.43, 0.37, 0.50, 0.23, 0.39, 0.43, -0.54, -0.72, -0.30, -0.75, 0.19, -0.43, -0.34, 0.24, 0.32, 0.22, 0.38, 0.35, 0.35, -0.05, 0.06, 0.20, 0.33, -1.91, 1.98, -1.69, 0.22, -1.73, 1.93, 0.45, -0.52, -1.89, -1.81, -2.02, 0.35, 0.46, 0.27, 0.45, 0.44, -0.18, 0.47, 0.45, 0.47, 0.48, 0.36, 0.33, 0.34, 0.31, 0.35, 0.50, 0.41, 0.36, 0.34, -1.82, 1.97, 0.20, -0.55, -1.71, 1.80, 0.17, -0.51, -1.77, -2.02, -1.58, 0.24, 0.41, 0.45, -1.21, 0.68, 0.32, 0.37, 0.41, 0.50, 0.36, 0.32, 0.45, 0.46, 0.41, 0.45, 0.37, 0.06, 0.43, 0.35, -1.87, 1.63, -1.60, 0.00, -1.49, 1.70, 0.29, -0.48, -1.15, -1.96, -0.16, 0.26, 0.47, 0.46, 0.36, 0.48, 0.47, -0.16, 0.35, 0.52, 0.49, 0.13, -0.11, 0.38, 0.43, 0.42, -0.21, 0.54, -0.61, 0.37, -1.33, 2.25, -2.08, 1.40, -0.63, 2.96, 0.68, 0.54, -1.88, -1.68, -1.74, 0.84, -0.40, 0.01, 0.25, 0.59, -1.24, 0.44, 0.43, -1.40, 0.46, 0.32, -0.08, -0.17, 0.08, 0.73, 0.02, 0.36, 0.33, 0.04]}